No. 1
CH8O2S | ωB97M-V/def2-TZVPD

The value obtained for the frontier orbital gap is 4.013 eV. Its spin multiplicity is 1. The value obtained for the LUMO energy is -5.2375 eV. Its total energy is -591.2697 Ha. The value obtained for the max |F| is 2.911 eV Å⁻¹.

Last columns: bonded neighbours and bond lengths (Å).
Cartesian coordinates (Å):
1 C 1.31082 0.76432 -0.26509  S2 1.822, H3 1.137, H4 1.064, H5 1.059
2 S 1.62016 -1.00361 0.05020  C1 1.822
3 H 2.04498 1.52109 0.16167  C1 1.137
4 H 1.45455 0.72499 -1.31894  C1 1.064
5 H 0.37037 1.12401 0.06254  C1 1.059
6 H -0.39283 -1.96318 -1.54207  H8 0.769
7 H -2.68689 1.03607 -0.30563  O9 0.937
8 H -0.04922 -2.56037 -1.20134  H6 0.769
9 O -1.80887 0.71196 -0.26767  H7 0.937
10 H 0.10238 -0.53069 1.59104  O12 0.966
11 H -1.26940 0.26364 1.12799  O12 1.029
12 O -0.69606 -0.08823 1.90729  H10 0.966, H11 1.029



No. 2
C3H3N3O | ωB97M-V/def2-TZVPD

The value obtained for the frontier orbital gap is 9.217 eV. The SMILES is Oc1cnnnc1. Its spin multiplicity is 1. The value obtained for the LUMO energy is -0.4474 eV. Its total energy is -355.4711 Ha. The value obtained for the max |F| is 5.359 eV Å⁻¹.

Last columns: bonded neighbours and bond lengths (Å).
Cartesian coordinates (Å):
1 O -2.02853 0.14128 -0.13128  C2 1.382, H8 1.012
2 C -0.64925 0.22647 -0.10744  O1 1.382, C3 1.449, C7 1.476
3 C 0.04894 -1.02680 0.09634  C2 1.449, N4 1.324, H9 1.099
4 N 1.34897 -1.18146 -0.09780  C3 1.324, N5 1.413
5 N 2.20819 -0.07231 -0.26843  N4 1.413, N6 1.364
6 N 1.61670 1.07030 0.18496  N5 1.364, C7 1.391
7 C 0.30413 1.35068 -0.17863  C2 1.476, N6 1.391, H10 1.220
8 H -2.13507 -0.85706 -0.00374  O1 1.012
9 H -0.42127 -1.99717 0.30885  C3 1.099
10 H -0.29280 2.34606 0.19718  C7 1.220



No. 3
C63H52Br2N2O21PS | ωB97M-V/def2-TZVPD

The value obtained for the frontier orbital gap is 6.615 eV. As for the total charge: +1. Its spin multiplicity is 1. The value obtained for the LUMO energy is -4.9921 eV. Its total energy is -10008.0898 Ha. The value obtained for the max |F| is 9.271 eV Å⁻¹.

Last columns: bonded neighbours and bond lengths (Å).
Cartesian coordinates (Å):
1 C -1.37062 2.82753 1.95698  C2 1.324, H27 1.165
2 C -0.74756 1.75062 2.40982  C1 1.324, C3 1.633
3 C -0.10757 0.51605 3.26575  C2 1.633, C4 1.610, C8 1.659, C22 1.644
4 C 0.84130 0.90143 4.50774  C3 1.610, C5 1.610, H28 1.155, H29 1.169
5 C 0.50468 2.30139 5.22895  C4 1.610, C6 1.646, Br7 2.025, H30 1.147
6 C 1.29831 2.26445 6.67028  C5 1.646, H31 1.167, H32 1.167, H33 1.149
7 Br 1.33365 3.86515 4.24594  C5 2.025
8 C 0.51989 -0.47161 2.08991  C3 1.659, C9 1.610, C14 1.615, H34 1.170
9 C 2.11949 -0.59351 1.95815  C8 1.610, C10 1.603, H35 1.167, H36 1.166
10 C 2.82478 -1.74841 2.81775  C9 1.603, O11 1.459, H37 1.167, H38 1.158
11 O 2.50655 -1.76207 4.24179  C10 1.459, C12 1.435
12 C 2.11577 -3.06167 4.70909  O11 1.435, O13 1.264, H39 1.163
13 O 2.89878 -4.02150 4.95856  C12 1.264
14 C -0.43261 -1.76216 1.89959  C8 1.615, O15 1.440, N16 1.541, H40 1.170
15 O 0.06182 -3.09616 2.12100  C14 1.440, H41 0.990
16 N -1.81651 -1.38749 2.46389  C14 1.541, N17 1.421, P20 1.791, C22 1.533
17 N -2.48026 -2.37969 3.23508  N16 1.421, C18 1.342
18 C -3.10873 -3.24636 2.42621  N17 1.342, O19 1.263
19 O -3.26396 -4.13895 1.54674  C18 1.263
20 P -2.64868 -0.77973 0.99854  N16 1.791, S21 1.937, H42 1.458, H43 1.457
21 S -4.49950 -0.26377 1.24770  P20 1.937
22 C -1.43930 -0.39789 3.57209  C3 1.644, N16 1.533, C23 1.609, H44 1.172
23 C -2.61018 0.28141 4.44102  C22 1.609, C24 1.620, H45 1.165, H46 1.147
24 C -2.91167 -0.46746 5.84563  C23 1.620, O25 1.265, Br26 2.009
25 O -2.03706 -0.89638 6.65193  C24 1.265
26 Br -4.83763 -0.70265 6.36664  C24 2.009
27 H -1.96187 3.51706 1.22815  C1 1.165
28 H 1.97041 0.90500 4.26414  C4 1.155
29 H 0.69898 0.05362 5.29958  C4 1.169
30 H -0.60357 2.47968 5.46642  C5 1.147
31 H 2.40794 2.56207 6.46742  C6 1.167
32 H 1.35698 1.15651 7.03175  C6 1.167
33 H 0.81429 2.94277 7.46171  C6 1.149
34 H 0.25642 0.14893 1.13422  C8 1.170
35 H 2.34374 -0.82002 0.83575  C9 1.167
36 H 2.63521 0.42952 2.17336  C9 1.166
37 H 3.97589 -1.57387 2.73676  C10 1.167
38 H 2.64573 -2.80974 2.39007  C10 1.158
39 H 0.98700 -3.23648 4.92631  C12 1.163
40 H -0.57789 -1.76467 0.73908  C14 1.170
41 H -0.07695 -3.39650 3.05428  O15 0.990
42 H -2.65191 -1.86191 0.02204  P20 1.458
43 H -1.91744 0.30040 0.35027  P20 1.457
44 H -0.98169 -1.14290 4.35192  C22 1.172
45 H -2.26682 1.36225 4.70756  C23 1.165
46 H -3.61963 0.39419 3.90846  C23 1.147
47 C 0.38985 -4.42873 -0.86407  C48 1.334, C53 1.477, H55 1.083
48 C 0.67795 -5.69394 -0.55609  C47 1.334, C49 1.478, H56 1.083
49 C 1.81284 -6.39739 -1.19090  C48 1.478, O50 1.218, C51 1.478
50 O 2.07579 -7.55318 -0.91235  C49 1.218
51 C 2.61517 -5.64416 -2.17708  C49 1.478, C52 1.334, H57 1.083
52 C 2.32606 -4.37828 -2.48430  C51 1.334, C53 1.477, H58 1.083
53 C 1.19208 -3.67592 -1.84990  C47 1.477, C52 1.477, O54 1.220
54 O 0.92695 -2.51774 -2.12754  C53 1.220
55 H -0.43773 -3.89790 -0.40986  C47 1.083
56 H 0.10030 -6.25935 0.16513  C48 1.083
57 H 3.44298 -6.17403 -2.63191  C51 1.083
58 H 2.90349 -3.81282 -3.20505  C52 1.083
59 C -3.26941 4.63743 -2.99007  C60 1.334, C65 1.478, H67 1.083
60 C -2.85925 4.38805 -1.74545  C59 1.334, C61 1.477, H68 1.082
61 C -2.89157 5.43524 -0.70401  C60 1.477, O62 1.221, C63 1.477
62 O -2.51421 5.20803 0.43513  C61 1.221
63 C -3.39666 6.76800 -1.09204  C61 1.477, C64 1.335, H69 1.082
64 C -3.80715 7.01801 -2.33702  C63 1.335, C65 1.478, H70 1.083
65 C -3.77501 5.97086 -3.37960  C59 1.478, C64 1.478, O66 1.217
66 O -4.15092 6.19692 -4.51501  C65 1.217
67 H -3.25186 3.88211 -3.76587  C59 1.083
68 H -2.48728 3.41772 -1.44399  C60 1.082
69 H -3.41382 7.52200 -0.31641  C63 1.082
70 H -4.17952 7.98944 -2.63841  C64 1.083
71 C 0.93735 3.27906 -4.38304  C72 1.334, C77 1.478, H79 1.083
72 C 2.11229 3.72393 -4.83226  C71 1.334, C73 1.478, H80 1.083
73 C 3.06281 4.41658 -3.93709  C72 1.478, O74 1.217, C75 1.478
74 O 4.13364 4.82440 -4.34605  C73 1.217
75 C 2.66187 4.59558 -2.52555  C73 1.478, C76 1.334, H81 1.083
76 C 1.48689 4.15055 -2.07684  C75 1.334, C77 1.478, H82 1.083
77 C 0.53702 3.45815 -2.97205  C71 1.478, C76 1.478, O78 1.220
78 O -0.53674 3.04930 -2.56151  C77 1.220
79 H 0.22889 2.77032 -5.02502  C71 1.083
80 H 2.42115 3.60015 -5.86295  C72 1.083
81 H 3.37008 5.10432 -1.88338  C75 1.083
82 H 1.17765 4.27428 -1.04591  C76 1.083
83 C -7.20878 7.82196 2.04217  C84 1.334, C89 1.478, H91 1.083
84 C -8.47092 7.39056 2.00790  C83 1.334, C85 1.478, H92 1.083
85 C -8.86085 6.22556 1.18638  C84 1.478, O86 1.217, C87 1.478
86 O -10.01197 5.83238 1.15282  C85 1.217
87 C -7.79859 5.55640 0.40601  C85 1.478, C88 1.334, H93 1.083
88 C -6.53673 5.98790 0.44044  C87 1.334, C89 1.478, H94 1.083
89 C -6.14687 7.15299 1.26203  C83 1.478, C88 1.478, O90 1.220
90 O -4.99315 7.54708 1.29585  C89 1.220
91 H -6.90592 8.67414 2.63787  C83 1.083
92 H -9.26056 7.86905 2.57408  C84 1.083
93 H -8.10140 4.70422 -0.18973  C87 1.083
94 H -5.74723 5.50933 -0.12575  C88 1.083
95 C 4.14634 -4.30920 -7.87035  C96 1.334, C101 1.478, H103 1.083
96 C 4.54536 -4.55429 -6.62110  C95 1.334, C97 1.477, H104 1.083
97 C 4.50132 -3.50417 -5.58270  C96 1.477, O98 1.220, C99 1.478
98 O 4.86785 -3.72690 -4.44037  C97 1.220
99 C 3.99731 -2.17331 -5.98007  C97 1.478, C100 1.334, H105 1.083
100 C 3.59823 -1.92792 -7.22927  C99 1.334, C101 1.478, H106 1.083
101 C 3.64199 -2.97789 -8.26835  C95 1.478, C100 1.478, O102 1.217
102 O 3.27621 -2.75550 -9.40774  C101 1.217
103 H 4.17243 -5.06658 -8.64390  C95 1.083
104 H 4.91669 -5.52410 -6.31300  C96 1.083
105 H 3.97158 -1.41633 -5.20636  C99 1.083
106 H 3.22705 -0.95817 -7.53712  C100 1.083
107 C -3.73119 6.65237 5.71880  C108 1.334, C113 1.478, H115 1.083
108 C -3.64560 5.52325 5.01331  C107 1.334, C109 1.477, H116 1.083
109 C -3.67129 4.20252 5.67494  C108 1.477, O110 1.221, C111 1.478
110 O -3.59093 3.16940 5.02962  C109 1.221
111 C -3.79700 4.17974 7.14702  C109 1.478, C112 1.334, H117 1.083
112 C -3.88264 5.30855 7.85300  C111 1.334, C113 1.478, H118 1.083
113 C -3.85697 6.63028 7.19146  C107 1.478, C112 1.478, O114 1.217
114 O -3.93700 7.66015 7.83414  C113 1.217
115 H -3.71317 7.62859 5.25038  C107 1.083
116 H -3.55370 5.52201 3.93379  C108 1.083
117 H -3.81499 3.20311 7.61516  C111 1.083
118 H -3.97448 5.30951 8.93221  C112 1.083
119 C 8.64311 -3.13584 -2.56300  C120 1.334, C125 1.478, H127 1.083
120 C 7.52321 -2.64588 -3.09805  C119 1.334, C121 1.478, H128 1.083
121 C 7.53911 -1.41400 -3.91491  C120 1.478, O122 1.219, C123 1.478
122 O 6.51623 -0.96395 -4.40276  C121 1.219
123 C 8.84270 -0.74766 -4.11716  C121 1.478, C124 1.334, H129 1.083
124 C 9.96241 -1.23768 -3.58212  C123 1.334, C125 1.478, H130 1.083
125 C 9.94677 -2.46940 -2.76528  C119 1.478, C124 1.478, O126 1.217
126 O 10.96830 -2.91819 -2.27837  C125 1.217
127 H 8.64968 -4.03639 -1.96156  C119 1.083
128 H 6.56075 -3.12227 -2.96015  C120 1.083
129 H 8.83628 0.15293 -4.71860  C123 1.083
130 H 10.92522 -0.76119 -3.72014  C124 1.083
131 C -1.38146 -10.78640 -4.67907  C132 1.334, C137 1.478, H139 1.083
132 C -0.20396 -10.33971 -5.11984  C131 1.334, C133 1.478, H140 1.083
133 C 0.73777 -9.64319 -4.21868  C132 1.478, O134 1.218, C135 1.478
134 O 1.81237 -9.23289 -4.62067  C133 1.218
135 C 0.32571 -9.46219 -2.81080  C133 1.478, C136 1.334, H141 1.083
136 C -0.85182 -9.90887 -2.37016  C135 1.334, C137 1.478, H142 1.083
137 C -1.79368 -10.60538 -3.27117  C131 1.478, C136 1.478, O138 1.218
138 O -2.86772 -11.01500 -2.86914  C137 1.218
139 H -2.08363 -11.29800 -5.32555  C131 1.083
140 H 0.11331 -10.46484 -6.14786  C132 1.083
141 H 1.02806 -8.95045 -2.16421  C135 1.083
142 H -1.16912 -9.78375 -1.34207  C136 1.083